No. 1
Entry from OMol25: C21H20BCuF2NPS2Te as an isolated structure (ωB97M-V with the def2-TZVPD basis set).

Geometry as XYZ:
```
50
Properties=species:S:1:pos:R:3
Te 0.40 -1.99 -3.81
Cu -2.47 -0.36 -2.32
S 1.43 -0.08 -0.63
S -0.05 0.25 -2.00
P 2.35 1.72 0.04
F -4.88 0.97 -3.60
F -3.95 -0.60 -4.88
N -2.19 -3.97 4.33
C 4.10 1.33 2.19
C 0.11 5.09 0.36
C -3.09 -1.61 1.89
C -2.52 -1.46 -0.51
C -1.19 4.58 0.58
C 2.15 0.88 4.13
C -1.39 3.20 0.65
C 4.47 1.13 3.51
C 1.16 4.20 0.23
C -3.12 -0.96 0.64
C 2.75 1.38 1.81
C -0.44 -3.30 -5.32
C 0.96 2.81 0.30
C 3.49 0.89 4.51
C -1.95 -2.75 -0.40
C -1.91 -3.45 0.81
C -0.31 2.32 0.64
C 1.77 1.19 2.84
C -2.43 -2.86 1.98
C 2.53 -2.65 -3.65
C -2.25 -3.51 3.26
B -3.94 0.05 -3.74
H -2.04 5.26 0.67
H -3.61 0.01 0.67
H 3.77 0.74 5.52
H 5.50 1.12 3.84
H 4.92 1.42 1.44
H -2.39 2.85 0.78
H 2.88 -2.36 -2.67
H 2.48 -3.77 -3.82
H 0.09 -4.28 -5.35
H -3.60 -1.23 2.79
H 3.06 -2.18 -4.50
H -0.44 1.24 0.79
H 0.70 1.15 2.61
H -1.43 -4.39 0.90
H 0.28 6.15 0.26
H -1.50 -3.43 -5.14
H 1.42 0.65 4.87
H -0.27 -2.74 -6.24
H -1.60 -3.24 -1.31
H 2.20 4.58 0.07
```

## Properties
* LUMO: 4.13 eV
* charge: -2
* max |F|: 0.069 hartree/bohr
* multiplicity: 1

Mulliken population analysis, charges in e, atoms 1 to 5: 0.5352 -0.9771 -0.2792 -0.4631 -0.1057

---

No. 2
Entry from OMol25: a 2-piece molecular cluster, C5H7N2 overall (ωB97M-V with the def2-TZVPD basis set).

Geometry as XYZ:
```
14
Properties=species:S:1:pos:R:3
N -0.31 2.75 1.69
N 0.33 1.90 1.46
C -0.69 -0.97 1.51
C -1.98 -0.98 1.62
C 0.52 -0.04 -0.66
C -0.06 -0.33 0.44
C 1.50 1.00 -0.90
H 1.64 1.42 0.12
H 2.44 0.48 -1.12
H -0.05 -1.20 2.37
H 0.12 -0.53 -1.55
H -2.67 -0.76 0.75
H -2.50 -1.39 2.46
H 1.35 1.60 -1.82
```

## Properties
* LUMO: -6.66 eV
* charge: +1
* max |F|: 0.086 hartree/bohr
* multiplicity: 1

Mulliken population analysis, charges in e, atoms 1 to 5: -0.3032 0.2430 -0.2939 -0.4705 0.2613

---

No. 3
Entry from OMol25: a 3-piece molecular cluster, C12H29ClFNO7PS3 overall (ωB97M-V with the def2-TZVPD basis set).

Geometry as XYZ:
```
55
Properties=species:S:1:pos:R:3
Cl 7.33 -3.69 5.58
S 0.52 -2.06 4.16
S -1.56 -0.15 -2.02
S -4.52 3.49 -3.57
P 2.70 -2.03 3.58
F 2.83 -3.00 0.95
O 3.26 1.42 3.06
O -5.76 3.89 -4.50
O -0.98 -1.39 -1.59
O -0.61 1.05 -1.58
O -2.91 0.19 -1.69
O -4.15 4.62 -2.78
O -3.55 2.79 -4.38
N 2.29 -0.64 2.37
C -1.34 0.00 -3.76
C -4.73 4.76 -6.56
C 4.54 -1.96 3.13
C 5.38 -3.15 3.70
C -5.36 2.31 -2.57
C 5.71 -2.94 5.19
C 0.06 0.56 0.74
C 2.42 -4.75 2.55
C -5.61 5.04 -5.36
C 2.70 0.42 2.75
C -0.65 1.50 -0.21
C 2.24 -3.25 2.19
H -0.14 2.47 -0.20
H 1.64 -5.35 2.06
H 6.35 -3.11 3.17
H 1.07 0.36 0.40
H 2.90 -3.08 4.56
H -4.73 5.62 -7.24
H 0.10 0.99 1.74
H 2.38 -4.92 3.63
H 4.95 -1.07 3.64
H -0.27 -0.06 -3.98
H -4.63 1.85 -1.90
H 5.84 -1.87 5.40
H -5.24 5.89 -4.78
H -1.87 -0.82 -4.22
H 4.95 -4.13 3.48
H 3.39 -5.08 2.17
H -5.09 3.88 -7.10
H 4.94 -3.32 5.86
H -6.12 2.83 -1.98
H 0.48 -1.73 5.47
H -3.70 4.57 -6.26
H -1.68 1.68 0.09
H -1.75 0.96 -4.08
H -0.45 -0.40 0.81
H 2.94 -1.08 4.65
H -6.62 5.30 -5.69
H 1.16 -3.14 2.03
H 4.76 -1.82 2.07
H -5.81 1.56 -3.21
```

## Properties
* LUMO: 1.95 eV
* charge: -1
* max |F|: 0.034 hartree/bohr
* multiplicity: 1

Mulliken population analysis, charges in e, atoms 1 to 5: -0.2750 -0.4661 1.1635 1.2271 -0.2052

---

No. 4
Entry from OMol25: a 2-piece molecular cluster, C3H3O2S2 overall (ωB97M-V with the def2-TZVPD basis set).

Geometry as XYZ:
```
10
Properties=species:S:1:pos:R:3
S 1.19 0.65 -0.66
S -2.90 -0.74 0.00
O 0.58 -2.88 -1.03
O 1.04 -1.99 1.04
C 0.74 -2.31 -0.03
C -1.35 -0.09 0.17
C -0.39 -0.19 -0.77
H -0.58 -0.56 -1.77
H 1.34 0.50 0.65
H -1.10 0.36 1.13
```

## Properties
* LUMO: 3.25 eV
* charge: -1
* max |F|: 0.022 hartree/bohr
* multiplicity: 1

Mulliken population analysis, charges in e, atoms 1 to 5: -0.2594 -0.5249 -0.4310 -0.4166 0.8387

---

No. 5
Entry from OMol25: C24H18N8O2S2V as an isolated structure (ωB97M-V with the def2-TZVPD basis set).

Geometry as XYZ:
```
55
Properties=species:S:1:pos:R:3
V 0.07 0.15 -0.06
S -1.92 4.29 1.51
S 4.15 2.57 1.16
O -0.80 0.97 -3.98
O 2.73 -2.77 0.73
N 3.94 0.04 0.39
N 1.94 1.31 0.69
N -1.77 -0.33 -0.83
N -0.75 2.17 0.65
N 1.28 -1.40 -0.46
N -3.12 2.15 0.45
N 0.37 0.47 -2.02
N -0.06 -0.83 1.81
C -0.77 -0.58 2.91
C -3.20 0.26 -2.66
C 3.06 -2.01 -2.10
C 1.52 -0.17 -2.50
C 0.86 -1.82 1.84
C -0.70 0.67 -2.80
C -0.60 -1.28 4.08
C -1.93 2.73 0.78
C 3.24 -0.68 -4.10
C -2.80 -0.97 -0.26
C 1.63 2.61 1.06
C 1.71 -2.07 0.60
C 0.35 -2.29 4.13
C -4.06 -1.01 -0.83
C 1.99 -1.23 -1.68
C 1.10 -2.56 2.99
C -1.96 0.25 -2.04
C 2.67 3.43 1.32
C 3.25 1.14 0.70
C -4.27 -0.37 -2.04
C 0.23 3.01 1.13
C 3.69 -1.72 -3.31
C 2.16 0.10 -3.70
C -0.21 4.19 1.65
H 4.94 0.06 0.47
H 1.86 -3.32 2.96
H -3.91 2.76 0.37
H -2.59 -1.44 0.69
H -5.25 -0.38 -2.50
H 0.37 4.98 2.10
H 3.73 -0.46 -5.05
H 4.53 -2.33 -3.64
H 0.51 -2.86 5.03
H -1.48 0.24 2.83
H -4.85 -1.55 -0.32
H 1.78 0.90 -4.32
H 2.65 4.47 1.58
H -1.21 -1.04 4.95
H -3.09 1.42 -0.25
H -3.28 0.74 -3.63
H 3.52 -0.88 0.30
H 3.40 -2.83 -1.48
```

## Properties
* LUMO (alpha / beta): 0.18 / 0.15 eV
* charge: 0
* max |F|: 0.032 hartree/bohr
* multiplicity: 4
* ⟨S²⟩: 3.7683

Mulliken population analysis, charges in e, atoms 1 to 5: -0.3593 -0.2416 -0.2740 -0.7686 -0.7677

---

No. 6
Entry from OMol25: C9H22CaNO9S as an isolated structure (ωB97M-V with the def2-TZVPD basis set).

Geometry as XYZ:
```
43
Properties=species:S:1:pos:R:3
Ca -0.36 -0.31 0.46
S 0.59 -2.15 2.46
O -0.67 -2.18 1.74
O -1.20 1.04 -1.38
O -1.14 1.19 2.23
O 0.52 -2.43 3.90
O -0.59 -2.21 -1.08
O 1.12 -0.85 2.10
O -2.67 -0.03 -0.29
O 1.11 1.94 0.45
O 1.42 -3.20 1.98
N 1.51 -0.37 -1.06
C 2.63 0.34 -0.53
C -0.65 1.47 3.56
C 0.60 -2.59 -1.75
C -2.40 0.77 -1.20
C -3.36 1.27 -2.15
C 2.36 1.85 -0.32
C -1.80 -2.65 -1.74
C 1.84 -1.83 -1.20
C 0.86 3.35 0.75
H 2.76 -2.03 -1.76
H -4.01 2.02 -1.71
H -1.60 1.66 4.06
H -0.18 3.40 1.07
H -1.99 -2.01 -2.60
H 2.28 2.39 -1.26
H 0.42 -2.42 -2.81
H 1.51 3.75 1.53
H 3.16 2.32 0.23
H 2.13 -2.26 -0.25
H 0.89 4.02 -0.10
H -4.03 0.48 -2.49
H 3.46 0.27 -1.23
H -2.92 1.68 -3.06
H -1.69 -3.66 -2.15
H 2.99 -0.03 0.43
H -0.13 0.63 4.02
H 1.29 0.00 -1.98
H -0.04 2.36 3.67
H -2.09 1.33 2.23
H 0.71 -3.67 -1.68
H -2.67 -2.66 -1.08
```

## Properties
* LUMO: 2.52 eV
* charge: -1
* max |F|: 0.091 hartree/bohr
* multiplicity: 1

Mulliken population analysis, charges in e, atoms 1 to 5: 1.6275 1.1438 -0.8402 -0.7628 -0.2643

---

No. 7
Entry from OMol25: C26H47CuO2Si2 as an isolated structure (ωB97M-V with the def2-TZVPD basis set).

Geometry as XYZ:
```
78
Properties=species:S:1:pos:R:3
Cu 0.68 -1.50 -2.02
Si -2.99 -0.63 2.46
Si -1.93 2.37 3.47
O 1.45 -3.32 -4.16
O -2.56 -5.37 -2.10
C 1.30 -2.93 -6.63
C -2.45 -6.00 -0.80
C 1.26 -1.83 -0.09
C 0.42 1.71 -1.70
C -2.17 -1.54 3.91
C 2.49 -1.66 -0.89
C -0.52 1.87 4.64
C -1.68 -4.22 -2.11
C 2.18 0.25 0.39
C 3.50 -3.62 -5.63
C -3.42 2.85 4.52
C -0.63 -4.40 -0.97
C 1.09 -0.61 0.66
C -4.84 -0.62 2.83
C -2.30 1.07 2.24
C 3.06 -0.39 -0.54
C -0.65 0.82 -1.96
C -2.56 -1.64 0.92
C 1.99 -3.67 -5.49
C 1.53 -5.14 -5.46
C -0.27 -0.04 -3.05
C 1.15 0.23 -3.31
C 1.20 -4.78 -4.01
C -1.29 3.89 2.57
C -1.08 -5.62 -0.15
C 1.51 1.39 -2.56
H 0.25 -0.39 1.32
H 4.03 -4.22 -4.89
H -0.98 -0.59 -3.66
H -1.54 -2.05 1.01
H -1.71 4.82 2.98
H 0.40 1.72 4.05
H -3.25 -2.49 0.78
H 0.21 -3.02 -6.58
H -2.60 -1.00 0.03
H 2.94 -2.49 -1.45
H -0.20 3.96 2.63
H 0.84 -2.78 0.26
H -1.58 3.81 1.52
H -3.42 2.32 5.48
H 3.76 -4.05 -6.61
H 1.76 -0.28 -4.05
H -2.90 -2.24 4.35
H -1.30 -2.12 3.57
H -5.17 0.35 3.24
H -2.53 -7.08 -0.99
H -1.96 1.23 1.19
H -5.42 -0.82 1.91
H 0.62 -5.25 -6.09
H 2.47 1.90 -2.57
H -1.16 -5.35 0.92
H -1.62 0.83 -1.46
H -2.35 -3.32 -1.99
H -4.35 2.59 3.99
H -3.43 3.93 4.72
H 1.62 -3.40 -7.57
H 0.16 -5.02 -3.76
H 3.87 -2.59 -5.62
H 0.42 2.49 -0.94
H 0.41 -4.50 -1.35
H -0.77 -3.50 -0.34
H -1.24 -4.11 -3.12
H 2.31 -5.89 -5.59
H -0.32 -6.43 -0.25
H -0.75 0.94 5.17
H -3.31 -5.68 -0.17
H -1.85 -0.83 4.69
H -5.07 -1.41 3.56
H 1.92 -5.19 -3.27
H 4.00 0.01 -0.91
H 2.34 1.21 0.87
H -0.32 2.65 5.38
H 1.58 -1.87 -6.63
```

## Properties
* LUMO (alpha / beta): 2.01 / 0.85 eV
* charge: -1
* max |F|: 0.052 hartree/bohr
* multiplicity: 2
* ⟨S²⟩: 0.7742

Mulliken population analysis, charges in e, atoms 1 to 5: 0.1557 0.3522 0.1934 -0.2075 -0.5317

---

No. 8
Entry from OMol25: a 9-piece molecular cluster, C33H84F9N6O15S3 overall (ωB97M-V with the def2-TZVPD basis set).

Geometry as XYZ:
```
150
Properties=species:S:1:pos:R:3
S 4.82 2.90 -3.65
S 0.63 -0.40 0.69
S -2.54 4.42 -1.06
F 2.75 1.76 -2.27
F -1.73 -0.82 1.84
F -1.75 -0.76 -0.34
F -1.15 4.51 -3.42
F -0.28 3.12 -1.97
F -1.60 1.06 0.69
F 3.09 0.65 -4.05
F -2.01 2.50 -2.98
F 2.04 2.63 -4.04
O 4.53 4.15 -2.97
O -1.77 5.57 -0.65
O 0.85 -1.92 0.67
O 1.16 0.21 1.88
O -2.43 3.33 -0.03
O 1.02 0.32 -0.46
O 0.48 -0.94 -3.59
O -1.67 -4.37 3.97
O 0.73 -3.77 -1.11
O -5.21 1.63 1.16
O 4.90 2.87 -5.11
O 5.54 1.93 -2.85
O 8.06 2.87 3.17
O -2.29 3.50 6.29
O -3.82 4.44 -1.69
N 1.12 -3.48 3.64
N 1.57 -6.19 -2.63
N -1.81 4.49 3.47
N 5.91 2.53 0.94
N -0.72 0.93 -6.07
N -6.52 -1.49 0.80
C 1.71 -3.64 -2.10
C -1.23 -4.01 2.67
C -6.17 -2.74 1.56
C -5.23 -1.35 -0.21
C -1.21 0.16 -4.81
C -1.31 0.15 -7.21
C -1.11 5.33 2.37
C 0.48 -2.16 4.07
C 0.52 -6.56 -1.55
C 2.50 -3.09 3.11
C 0.83 1.05 -6.12
C 6.89 1.36 1.02
C 1.44 -4.75 -3.15
C -1.13 2.45 -6.15
C -1.19 -0.23 0.75
C 1.38 -7.06 -3.88
C 5.69 3.10 2.38
C 3.16 1.96 -3.54
C 6.48 3.52 -0.08
C 1.23 -4.42 4.88
C 6.93 3.72 3.01
C 4.54 2.09 0.43
C -1.48 3.59 -2.39
C -3.24 4.06 2.94
C 0.27 -4.22 2.59
C 2.92 -6.55 -2.07
C -2.75 4.74 5.79
C -6.53 1.16 1.19
C -7.72 -1.64 -0.14
C -6.62 -0.30 1.75
C -0.34 0.22 -3.55
C -0.99 3.22 3.62
C -1.88 5.33 4.72
H 6.36 3.02 -1.05
H 1.09 -1.74 4.83
H 6.57 4.00 4.00
H 2.19 -2.30 2.43
H 1.12 1.48 -7.08
H 4.15 1.32 1.09
H -2.36 0.09 -6.93
H 2.99 -6.12 -1.09
H 3.65 -6.09 -2.71
H -0.60 3.01 -5.42
H -7.00 1.13 0.21
H -7.40 -2.30 -0.94
H -8.05 -0.67 -0.47
H -0.84 -0.83 -7.25
H -2.80 5.56 6.51
H -0.22 5.81 2.78
H -3.81 4.52 5.45
H 2.23 -6.80 -4.49
H 0.78 -6.09 -0.64
H 0.58 -3.81 1.64
H 1.67 -2.67 -2.57
H 0.46 -6.78 -4.39
H 5.99 4.46 0.08
H -2.62 -4.30 4.14
H 0.55 -5.28 2.62
H -1.31 -0.91 -5.04
H -1.63 -4.59 1.84
H 4.92 3.87 2.30
H -0.94 2.81 -7.14
H -3.02 3.70 1.95
H 1.91 -5.19 4.56
H 6.70 0.77 0.10
H -0.87 2.63 2.72
H 1.24 -0.68 -3.09
H 1.16 0.03 -6.00
H 7.87 1.68 1.21
H -7.21 1.77 1.81
H -6.97 -2.80 2.28
H -2.68 3.39 7.14
H -8.57 -2.04 0.40
H 0.34 -1.58 3.15
H 7.53 3.59 0.14
H -5.73 -0.46 2.37
H -1.51 2.55 4.32
H -3.54 3.30 3.65
H 1.68 -3.78 5.65
H -6.25 -3.59 0.87
H 7.33 4.53 2.39
H -5.19 -2.71 2.03
H 1.39 -8.12 -3.72
H -0.03 3.52 4.06
H 2.76 -3.76 -1.70
H -5.17 -2.27 -0.73
H -3.83 4.96 2.83
H -2.22 2.49 -5.95
H 0.23 1.12 -3.37
H 0.49 -7.64 -1.39
H 0.48 -4.59 -3.59
H -0.46 -6.20 -1.92
H -0.80 4.68 1.53
H 3.09 -2.65 3.90
H -5.61 -0.63 -0.88
H -4.37 -1.13 0.46
H 7.98 2.24 3.88
H 4.76 1.80 -0.60
H 3.03 -7.63 -2.10
H -0.82 5.50 5.02
H -2.33 6.27 4.39
H 3.93 2.99 0.37
H -1.14 0.59 -8.20
H 1.09 1.73 -5.31
H -1.83 6.05 2.01
H -0.52 -2.41 4.43
H 0.69 -2.94 -0.54
H 2.16 -4.72 -3.97
H -7.49 -0.51 2.37
H 6.61 0.75 1.89
H 2.98 -3.91 2.55
H -1.52 -3.00 2.43
H -2.21 0.51 -4.58
H 0.31 -4.85 5.21
H 5.33 2.26 3.02
H -4.76 1.83 0.32
H -0.88 0.03 -2.66
```

## Properties
* LUMO: -5.85 eV
* charge: +3
* max |F|: 0.077 hartree/bohr
* multiplicity: 1

Mulliken population analysis, charges in e, atoms 1 to 5: 1.2064 0.4125 1.2536 -0.0867 -0.3064

---

No. 9
Entry from OMol25: the molecule C3H4Cl2 (ωB97M-V with the def2-TZVPD basis set).

Geometry as XYZ:
```
9
Properties=species:S:1:pos:R:3
Cl -0.95 1.49 1.50
Cl -1.48 0.93 -1.42
C 1.12 -0.02 -0.26
C -1.18 0.27 0.24
C -0.10 -0.79 0.10
H 0.16 -1.22 1.01
H -0.57 -1.56 -0.47
H 1.61 0.45 0.49
H 1.39 0.45 -1.19
```

## Properties
* LUMO (alpha / beta): -0.10 / -0.66 eV
* charge: 0
* max |F|: 0.063 hartree/bohr
* multiplicity: 1

Mulliken population analysis, charges in e, atoms 1 to 5: -0.1404 -0.1646 -0.8424 0.2120 -0.3992

---

No. 10
Entry from OMol25: C2H5NP2 as an isolated structure (ωB97M-V with the def2-TZVPD basis set).

Geometry as XYZ:
```
10
Properties=species:S:1:pos:R:3
P -1.65 0.93 0.19
P 0.69 -0.68 -0.08
N 2.72 1.34 0.37
C -0.77 -0.28 -0.89
C 2.00 0.45 0.28
H 1.30 -1.82 -0.43
H -2.86 0.42 -0.29
H -1.52 0.18 1.30
H -0.37 0.34 -1.68
H 0.46 -0.89 1.23
```

## Properties
* LUMO: 0.26 eV
* charge: 0
* max |F|: 0.042 hartree/bohr
* multiplicity: 1

Mulliken population analysis, charges in e, atoms 1 to 5: -0.0585 0.0376 -0.3229 -0.3581 0.2916

---

The highest max |F| belongs to which entry? C9H22CaNO9S

---

Look up the multiplicity of the second one. 1

---

Which value of charge does entry 6 give? -1

---

Among the records above, which one has the highest max |F|? C9H22CaNO9S